Entry from OMol25: a molecular structure, C48H40BrIMnN3O2P2Te at a distorted geometry (ωB97M-V with the def2-TZVPD basis set).

Its HOMO energy (spin up / spin down) is -9.1 / -9.1 eV. The spin multiplicity is 6. The largest force on an atom is 0.0580 hartree/bohr. The net charge is +1. Its HOMO-LUMO gap (spin up / spin down) is 5.89 / 5.79 eV.

Last column: Mulliken charge in e.
Cartesian coordinates (Å):
Mn (-0.9027, -0.8330, 0.6174)  -0.050
Te (-0.3859, -0.5741, -4.4406)  0.333
C (1.6297, -0.2547, -4.9121)  0.034
C (2.5550, -1.2481, -4.8829)  -0.089
C (3.8503, -0.9728, -5.3559)  -0.619
N (4.2348, 0.3176, -5.7035)  -0.615
C (3.3182, 1.2895, -5.5587)  -0.491
C (2.0290, 1.0357, -5.1246)  -0.165
C (-0.3770, -0.7949, -2.3660)  -1.267
P (-0.8957, -2.2539, -1.5403)  1.450
C (-2.5698, -2.7402, -2.1351)  0.939
C (-3.0511, -4.0321, -1.9099)  -0.803
C (-4.3431, -4.3735, -2.1776)  -0.838
C (-5.2804, -3.4000, -2.5226)  -0.632
C (-4.8217, -2.0895, -2.7447)  -0.328
C (-3.4971, -1.7842, -2.5736)  -0.937
C (0.0940, -3.7629, -1.9222)  0.578
C (1.2373, -4.0078, -1.1858)  -0.506
C (2.1546, -4.9749, -1.6012)  -0.774
C (1.8769, -5.7857, -2.6783)  -0.679
C (0.7747, -5.4741, -3.4666)  -0.514
C (-0.1023, -4.4581, -3.1474)  -0.249
P (0.0707, 0.4757, -1.1926)  1.538
C (1.8299, 0.5407, -0.7151)  0.712
C (2.7939, -0.2691, -1.2776)  0.068
C (4.0637, -0.2468, -0.7600)  -0.845
C (4.4058, 0.6560, 0.2457)  -0.737
C (3.4057, 1.5398, 0.7365)  -0.799
C (2.1528, 1.5247, 0.1896)  -0.706
C (-0.2246, 2.0731, -2.1062)  0.407
C (-1.5842, 2.3650, -2.3425)  -0.531
C (-1.8770, 3.5047, -3.1497)  -0.527
C (-0.8496, 4.3511, -3.5993)  -0.711
C (0.4374, 4.0465, -3.3099)  -0.602
C (0.7606, 2.9584, -2.5300)  -0.378
H (2.3213, -2.2649, -4.5939)  0.448
H (4.6309, -1.6803, -5.6887)  0.401
H (3.5696, 2.3157, -5.6923)  0.412
H (1.3775, 1.8992, -5.1122)  0.493
H (-2.2315, -4.7072, -1.6998)  0.614
H (-4.6865, -5.3825, -2.0441)  0.418
H (-6.3144, -3.6407, -2.6672)  0.463
H (-5.4963, -1.2645, -3.0440)  0.378
H (-3.2106, -0.7779, -2.8766)  0.020
H (1.4516, -3.3148, -0.3881)  0.328
H (3.0096, -5.2006, -1.0080)  0.458
H (2.4581, -6.6581, -2.8217)  0.473
H (0.4677, -6.1673, -4.3065)  0.310
H (-0.9953, -4.3066, -3.8091)  0.303
H (2.4816, -0.9604, -2.1084)  0.343
H (4.8256, -0.8017, -1.2588)  0.476
H (5.4449, 0.6919, 0.5723)  0.406
H (3.6116, 2.2958, 1.4620)  0.444
H (1.3950, 2.1191, 0.6761)  0.708
H (-2.3295, 1.6771, -2.0342)  0.422
H (-2.9502, 3.6392, -3.5704)  0.233
H (-1.1551, 5.1963, -4.1116)  0.526
H (1.2839, 4.6507, -3.6715)  0.456
H (1.8050, 2.7220, -2.3598)  0.586
O (-5.7062, -3.1578, 4.9400)  -0.500
C (-5.9728, -3.2226, 3.5974)  -0.624
C (-4.8925, -2.5089, 2.8156)  0.598
C (-4.9745, -2.2439, 1.4441)  -1.058
C (-3.9110, -1.5794, 0.8667)  -0.487
N (-2.8171, -1.2355, 1.5516)  -0.445
C (-2.7201, -1.4541, 2.8546)  0.320
C (-3.7075, -2.1977, 3.4968)  -0.636
C (-1.4926, -0.9602, 3.5397)  0.517
C (-1.4110, -0.6765, 4.8802)  -0.354
C (-0.2527, -0.1711, 5.3918)  0.411
C (-0.1627, 0.1646, 6.9341)  -0.623
O (-1.5161, 0.2751, 7.4125)  -0.508
C (0.8389, -0.0368, 4.5331)  -0.966
C (0.6906, -0.3345, 3.1967)  -0.403
N (-0.4341, -0.7990, 2.7182)  -0.498
H (-6.4779, -3.4167, 5.4307)  0.322
H (-6.9684, -2.7506, 3.4215)  0.394
H (-6.1699, -4.2164, 3.2256)  0.338
H (-5.8675, -2.4760, 0.8772)  0.508
H (-3.8551, -1.2675, -0.1788)  0.728
H (-3.5554, -2.3752, 4.5443)  0.618
H (-2.3283, -0.6593, 5.4693)  0.588
H (0.4199, 1.0821, 6.9440)  0.388
H (0.4271, -0.6083, 7.4865)  0.302
H (-1.5186, 0.7345, 8.2756)  0.314
H (1.7819, 0.4508, 4.8369)  0.376
H (1.5001, -0.2034, 2.5081)  0.570
Br (3.4333, 8.8856, 0.5926)  -0.155
C (3.7238, 7.7310, 2.0162)  0.104
C (4.3774, 8.2823, 3.1582)  -0.484
C (4.5953, 7.5181, 4.2640)  -0.609
C (4.2155, 6.1890, 4.2502)  -0.481
C (3.6929, 5.5748, 3.1634)  -0.195
C (3.3473, 6.3968, 2.0145)  0.286
I (2.3243, 5.4871, 0.4361)  0.273
H (4.5660, 9.3104, 2.9961)  0.410
H (5.0558, 7.9023, 5.1430)  0.390
H (4.5329, 5.6398, 5.1837)  0.257
H (3.5119, 4.4994, 3.0676)  0.226


Entry from OMol25: 7 unconnected molecules or ions with the total composition C48H40FO28PS at a distorted geometry (ωB97M-V with the def2-TZVPD basis set).

Its HOMO energy is -8.6 eV. The largest force on an atom is 0.0496 hartree/bohr. Its SMILES is C[C@H](O)COC1=C(C[C@@H](C)F)C(=O)C=C([PH2]=S)C1=O.O=C1C=C(O)C(=O)C=C1O.O=C1C=C(O)C(=O)C=C1O.O=C1C=C(O)C(=O)C=C1O.O=C1C=C(O)C(=O)C=C1O.O=C1C=C(O)C(=O)C=C1O.O=C1C=C(O)C(=O)C=C1O. Its HOMO-LUMO gap is 6.79 eV.

Last column: Mulliken charge in e.
Cartesian coordinates (Å):
C (3.5913, 3.7428, 2.1609)  -1.368
C (3.5496, 3.5293, 0.6262)  0.652
O (4.6831, 2.7791, 0.2126)  -0.622
C (3.5964, 4.9335, -0.0071)  -0.833
O (2.2339, 5.3910, -0.0360)  -0.267
C (2.0771, 6.6269, -0.5601)  0.932
C (1.2156, 6.8284, -1.5271)  0.387
C (0.3648, 5.7597, -2.1317)  -1.223
C (-1.0596, 5.7077, -1.5298)  0.709
C (-1.6515, 4.3194, -1.7679)  -1.541
F (-1.0867, 6.0307, -0.1852)  -0.385
C (1.0448, 8.2389, -2.0331)  -0.330
O (0.8884, 8.4956, -3.1739)  -0.518
C (1.1144, 9.2979, -0.9445)  -0.707
C (1.9609, 9.1058, 0.0300)  0.340
P (2.1150, 10.2682, 1.4556)  0.151
S (3.5193, 9.7900, 2.7259)  -0.375
C (2.8291, 7.8500, -0.0679)  0.219
O (3.9804, 7.8837, 0.1768)  -0.453
H (2.8034, 4.4683, 2.3955)  0.316
H (4.5452, 4.2258, 2.3920)  0.342
H (3.4638, 2.8136, 2.7204)  0.390
H (2.6191, 3.0039, 0.3718)  0.148
H (4.5662, 1.8914, 0.5759)  0.321
H (4.2132, 5.5360, 0.6617)  0.376
H (4.0281, 4.8866, -1.0129)  0.383
H (0.2232, 5.9720, -3.1957)  0.519
H (0.7854, 4.7613, -1.9915)  0.354
H (-1.7090, 6.4142, -2.0647)  0.307
H (-2.7141, 4.3139, -1.5153)  0.407
H (-1.5729, 4.1050, -2.8385)  0.328
H (-1.0951, 3.5962, -1.1839)  0.417
H (0.4689, 10.1724, -0.9645)  0.438
H (0.8846, 10.2160, 2.1573)  0.110
H (2.3395, 11.5821, 0.9928)  0.112
O (-1.7146, -3.1342, -4.1285)  -0.780
C (-1.6391, -2.0687, -3.5413)  0.902
C (-0.6279, -1.7855, -2.5323)  -1.055
C (-0.6113, -0.6029, -1.9145)  0.452
O (0.3016, -0.3015, -0.9840)  -0.569
C (-1.6105, 0.4637, -2.2217)  0.987
O (-1.5414, 1.5114, -1.6024)  -0.659
C (-2.6083, 0.1961, -3.2487)  -1.106
C (-2.6271, -0.9887, -3.8725)  0.281
O (-3.5208, -1.2790, -4.8200)  -0.581
H (0.0949, -2.5547, -2.3083)  0.731
H (0.0932, 0.6077, -0.6954)  0.309
H (-3.3158, 0.9825, -3.4767)  0.690
H (-3.3183, -2.1911, -5.1044)  0.354
O (0.6069, -0.9665, -5.5762)  -0.621
C (1.1881, -1.8571, -6.1728)  1.179
C (0.7953, -3.2561, -6.0890)  -0.862
C (1.4836, -4.1905, -6.7557)  0.225
O (1.1574, -5.4822, -6.7091)  -0.577
C (2.6711, -3.8389, -7.6001)  0.828
O (3.2703, -4.7314, -8.1694)  -0.621
C (3.0501, -2.4335, -7.7020)  -0.939
C (2.3589, -1.5003, -7.0377)  0.293
O (2.6689, -0.2043, -7.1039)  -0.586
H (-0.0619, -3.4953, -5.4747)  0.605
H (1.8099, -5.9413, -7.2728)  0.353
H (3.8974, -2.1893, -8.3271)  0.425
H (2.0206, 0.2536, -6.5347)  0.355
O (-10.3972, 0.4534, -2.4158)  -0.613
C (-9.2986, 0.8672, -2.7333)  0.889
C (-9.0933, 1.8707, -3.7714)  -0.938
C (-7.8560, 2.2716, -4.0844)  0.282
O (-7.6228, 3.1876, -5.0250)  -0.581
C (-6.6499, 1.7118, -3.3935)  1.037
O (-5.5474, 2.1013, -3.7329)  -0.623
C (-6.8551, 0.7264, -2.3403)  -0.887
C (-8.0928, 0.3273, -2.0244)  0.363
O (-8.3270, -0.5695, -1.0674)  -0.570
H (-9.9707, 2.2654, -4.2640)  0.422
H (-6.6525, 3.2956, -5.0570)  0.348
H (-5.9780, 0.3427, -1.8378)  0.522
H (-9.2972, -0.6829, -1.0407)  0.353
O (1.1045, -6.6081, 3.6270)  -0.595
C (1.0478, -6.0233, 2.5646)  1.035
C (2.2244, -5.7039, 1.7655)  -0.741
C (2.0989, -5.0407, 0.6144)  0.046
O (3.1526, -4.7273, -0.1465)  -0.616
C (0.7611, -4.5993, 0.1085)  0.914
O (0.7148, -3.9744, -0.9355)  -0.511
C (-0.4214, -4.9386, 0.8932)  -0.804
C (-0.2920, -5.6104, 2.0443)  0.361
O (-1.3394, -5.9520, 2.7994)  -0.671
H (3.1843, -6.0228, 2.1466)  0.469
H (2.7920, -4.2484, -0.9173)  0.313
H (-1.3831, -4.6295, 0.5079)  0.512
H (-0.9721, -6.4366, 3.5715)  0.290
O (5.1661, -0.4602, 2.1774)  -0.625
C (4.7827, -1.1017, 3.1386)  1.055
C (3.7407, -2.1185, 3.0533)  -0.990
C (3.3496, -2.7749, 4.1519)  0.010
O (2.3990, -3.7101, 4.1182)  -0.257
C (3.9553, -2.4960, 5.4938)  1.025
O (3.5452, -3.1120, 6.4589)  -0.623
C (5.0146, -1.4972, 5.5747)  -0.989
C (5.4080, -0.8416, 4.4761)  0.324
O (6.3727, 0.0780, 4.5061)  -0.566
H (3.3086, -2.3093, 2.0804)  0.583
H (2.3043, -4.0224, 5.0404)  0.287
H (5.4562, -1.3162, 6.5445)  0.434
H (6.4643, 0.4003, 3.5885)  0.349
O (-2.9173, -4.7566, 9.9805)  -0.607
C (-2.4045, -5.2268, 8.9835)  0.998
C (-2.0054, -4.4201, 7.8358)  -0.864
C (-1.4604, -5.0004, 6.7612)  0.355
O (-1.0784, -4.2926, 5.6947)  -0.565
C (-1.2448, -6.4844, 6.6928)  0.901
O (-0.7609, -6.9681, 5.6834)  -0.518
C (-1.6206, -7.2862, 7.8491)  -1.006
C (-2.1627, -6.7047, 8.9256)  0.285
O (-2.5195, -7.4005, 10.0037)  -0.563
H (-2.1676, -3.3532, 7.8961)  0.455
H (-0.7178, -4.9380, 5.0586)  0.245
H (-1.4438, -8.3512, 7.7955)  0.454
H (-2.8843, -6.7480, 10.6331)  0.357


Question: Which formula does entry 2 have?
Answer: C48H40FO28PS


Question: Which formula does entry 1 have?
Answer: C48H40BrIMnN3O2P2Te